No. 1
A structure of composition C34H75CaF12N7O18S4 in a non-equilibrium geometry, computed with the ωB97M-V functional and the def2-TZVPD basis.

Lowest unoccupied orbital energy (spin up / spin down): 1.7897 / 1.7509 eV
HOMO energy (spin up / spin down): -0.018 / -0.239 hartree

```
! wB97M-V def2-TZVPD RIJCOSX def2/J DEFGRID3
* xyz -1 2
Ca 0.561 2.069 -2.190
C -2.210 -1.582 -1.946
F -2.856 -1.200 -0.827
F -0.999 -2.128 -1.713
F -2.942 -2.408 -2.634
S -1.957 -0.012 -3.112
O -0.699 -0.308 -3.827
O -3.102 0.123 -3.969
N -1.555 1.313 -2.028
S -3.056 1.916 -1.664
O -4.166 0.996 -1.635
O -3.079 2.824 -0.482
C -3.402 3.020 -3.270
F -4.567 2.661 -3.833
F -3.546 4.313 -2.938
F -2.355 2.955 -4.160
C 2.842 3.901 1.179
F 1.547 4.315 1.307
F 3.657 4.892 0.779
F 3.302 3.456 2.364
S 2.965 2.376 0.027
O 3.311 2.924 -1.266
O 3.876 1.365 0.537
N 1.309 1.783 -0.073
S 1.201 0.823 1.142
O 1.389 -0.591 0.817
O 1.727 1.286 2.405
C -0.734 0.979 1.565
F -1.483 0.249 0.735
F -0.990 0.446 2.769
F -0.997 2.312 1.388
C -2.540 -0.318 5.561
O -3.442 -0.883 6.505
C -4.016 -2.050 6.033
C -3.261 -3.315 6.351
N -2.959 -3.302 7.802
C -1.980 -4.270 8.367
C -2.087 -5.706 7.867
O -3.009 -6.480 8.599
C -2.992 -7.885 8.406
H -3.052 0.297 4.822
H -1.855 -1.021 5.087
H -2.006 0.502 6.042
H -4.332 -1.998 4.991
H -4.983 -2.093 6.534
H -2.432 -3.403 5.649
H -3.766 -4.268 6.191
H -2.760 -2.346 8.057
H -1.886 -4.352 9.450
H -1.053 -3.773 8.082
H -1.072 -6.045 8.074
H -2.279 -5.850 6.804
H -2.231 -8.180 7.683
H -3.942 -8.293 8.060
H -2.673 -8.370 9.329
C 8.044 3.724 -2.863
O 6.657 4.039 -2.431
C 6.502 3.833 -1.039
C 7.100 4.831 -0.047
N 6.360 6.030 -0.095
C 6.949 7.055 0.764
C 6.496 6.744 2.193
O 5.073 7.069 2.294
C 4.637 7.140 3.644
H 8.845 4.303 -2.403
H 8.106 3.903 -3.937
H 8.323 2.671 -2.837
H 6.633 2.776 -0.809
H 5.436 4.009 -0.894
H 8.162 4.990 -0.234
H 7.048 4.387 0.948
H 5.594 5.895 0.551
H 6.638 8.058 0.471
H 8.030 6.913 0.749
H 7.188 7.323 2.805
H 6.600 5.692 2.461
H 5.085 8.014 4.117
H 5.091 6.293 4.159
H 3.560 7.215 3.791
C -8.449 0.433 -3.620
O -8.224 -0.470 -2.550
C -7.020 -0.253 -1.919
C -7.214 0.859 -0.842
N -8.502 0.552 -0.135
C -8.418 -0.526 0.866
C -7.175 -0.191 1.834
O -5.890 -0.656 1.405
C -4.836 0.014 2.048
H -8.675 1.381 -3.132
H -9.183 0.137 -4.368
H -7.528 0.590 -4.181
H -6.329 -0.054 -2.739
H -6.705 -1.113 -1.327
H -7.321 1.861 -1.257
H -6.423 0.918 -0.094
H -9.039 0.093 -0.856
H -8.520 -1.565 0.553
H -9.331 -0.387 1.445
H -7.460 -0.718 2.744
H -7.219 0.868 2.091
H -4.041 0.320 1.368
H -4.377 -0.747 2.679
H -5.041 0.937 2.590
C -0.779 5.159 -0.884
O -0.192 4.410 -1.930
C 0.291 5.275 -3.042
C 0.759 4.459 -4.223
N 1.816 3.415 -3.771
C 2.058 2.510 -4.930
C 2.788 1.240 -4.485
O 2.049 0.683 -3.397
C 2.482 -0.660 -3.026
H -1.757 5.574 -1.126
H -0.186 5.996 -0.515
H -0.918 4.422 -0.094
H 1.086 5.935 -2.695
H -0.546 5.750 -3.553
H 1.258 5.049 -4.992
H 0.017 3.953 -4.840
H 2.715 3.824 -3.562
H 2.633 2.996 -5.719
H 1.203 2.099 -5.467
H 3.784 1.501 -4.126
H 3.073 0.535 -5.266
H 3.433 -0.657 -2.492
H 2.293 -1.434 -3.770
H 1.644 -1.044 -2.444
C 2.982 -10.343 -4.943
O 2.461 -9.100 -5.481
C 2.862 -7.939 -4.720
C 2.819 -7.942 -3.119
N 3.223 -6.634 -2.672
C 2.481 -5.403 -3.070
C 2.932 -4.176 -2.264
O 3.107 -4.637 -0.877
C 2.729 -3.628 0.085
H 4.047 -10.155 -4.806
H 2.740 -11.134 -5.652
H 2.470 -10.416 -3.983
H 2.112 -7.213 -5.032
H 3.856 -7.694 -5.095
H 3.592 -8.605 -2.729
H 1.888 -8.171 -2.602
H 3.515 -6.641 -1.705
H 1.459 -5.660 -2.788
H 2.556 -5.267 -4.149
H 2.062 -3.519 -2.255
H 3.797 -3.647 -2.665
H 1.788 -3.895 0.566
H 2.477 -2.656 -0.339
H 3.417 -3.375 0.892
*
```

No. 2
A cluster of 10 separate species, C34H75N12O9 in total, computed with the ωB97M-V functional and the def2-TZVPD basis.

Lowest unoccupied orbital energy: -4.2893 eV
HOMO energy: -0.369 hartree

```
! wB97M-V def2-TZVPD RIJCOSX def2/J DEFGRID3
* xyz 1 1
N 5.060 -4.366 0.635
C 4.154 -5.477 0.888
C 4.675 -6.895 0.668
C 4.711 -7.367 -0.788
C 5.754 -6.751 -1.672
C 7.059 -6.526 -1.259
C 7.932 -5.960 -2.183
N 7.477 -5.667 -3.395
N 6.262 -5.878 -3.850
C 5.409 -6.415 -3.005
H 5.922 -4.430 1.154
H 5.229 -4.187 -0.341
H 3.831 -5.407 1.925
H 3.271 -5.322 0.272
H 3.961 -7.556 1.160
H 5.625 -7.066 1.174
H 4.910 -8.441 -0.803
H 3.732 -7.230 -1.239
H 7.405 -6.777 -0.272
H 8.960 -5.729 -1.965
H 8.109 -5.238 -4.058
H 4.389 -6.581 -3.321
C 1.858 -4.490 -4.005
C 1.513 -5.718 -3.207
O 2.378 -6.535 -2.851
N 0.231 -5.910 -2.877
C -0.918 -5.059 -3.158
H 2.930 -4.480 -4.189
H 1.339 -4.500 -4.963
H 1.570 -3.587 -3.465
H 0.071 -6.757 -2.353
H -1.377 -4.746 -2.220
H -1.651 -5.625 -3.736
H -0.627 -4.175 -3.706
C -1.205 -0.330 -3.690
C -0.919 -1.313 -2.586
O -0.030 -2.167 -2.694
N -1.661 -1.237 -1.470
C -2.743 -0.309 -1.143
H -0.520 -0.522 -4.511
H -2.228 -0.432 -4.039
H -1.061 0.691 -3.338
H -1.410 -1.924 -0.774
H -2.461 0.244 -0.250
H -3.651 -0.880 -0.940
H -2.943 0.391 -1.947
C -0.795 1.617 3.278
C -0.409 1.142 1.896
O -0.962 1.511 0.866
N 0.607 0.248 1.818
C 1.394 -0.324 2.894
H -1.621 2.314 3.211
H -1.103 0.772 3.895
H 0.042 2.123 3.760
H 0.818 -0.034 0.873
H 2.448 -0.082 2.762
H 1.288 -1.410 2.901
H 1.070 0.061 3.853
C 5.231 -3.580 6.786
C 4.795 -3.269 5.374
O 3.940 -2.443 5.124
N 5.400 -3.962 4.365
C 6.426 -4.980 4.467
H 4.660 -2.953 7.464
H 5.042 -4.626 7.030
H 6.292 -3.368 6.920
H 5.067 -3.704 3.448
H 7.326 -4.669 3.929
H 6.074 -5.921 4.035
H 6.691 -5.157 5.503
C 0.288 -5.998 0.728
C -1.100 -5.843 1.310
O -1.749 -4.825 1.139
N -1.601 -6.882 2.026
C -0.976 -8.157 2.325
H 0.527 -5.086 0.187
H 1.029 -6.148 1.515
H 0.324 -6.839 0.034
H -2.529 -6.712 2.382
H -1.578 -8.975 1.927
H -0.886 -8.289 3.404
H 0.014 -8.209 1.886
C -2.456 4.469 1.253
C -2.464 5.583 2.269
O -1.767 5.543 3.276
N -3.271 6.648 2.033
C -4.158 6.875 0.902
H -1.760 3.707 1.566
H -3.446 4.020 1.162
H -2.142 4.838 0.275
H -3.226 7.354 2.751
H -3.871 7.783 0.372
H -5.183 6.993 1.254
H -4.121 6.042 0.210
C -4.719 0.267 -5.704
C -4.674 1.349 -4.649
O -3.957 1.273 -3.660
N -5.470 2.429 -4.837
C -6.382 2.698 -5.935
H -4.038 -0.528 -5.419
H -5.724 -0.148 -5.787
H -4.415 0.660 -6.674
H -5.396 3.115 -4.102
H -6.096 3.620 -6.443
H -7.399 2.813 -5.559
H -6.368 1.887 -6.653
C 1.485 9.746 0.217
C 0.113 9.831 0.846
O -0.577 10.834 0.760
N -0.331 8.739 1.518
C 0.328 7.461 1.731
H 1.691 10.690 -0.279
H 2.248 9.570 0.975
H 1.523 8.943 -0.520
H -1.249 8.861 1.912
H -0.279 6.667 1.303
H 0.438 7.274 2.798
H 1.307 7.445 1.263
C -5.116 11.598 0.012
C -5.920 10.320 -0.051
O -5.644 9.422 -0.830
N -6.972 10.199 0.803
C -7.442 11.152 1.791
H -4.319 11.537 -0.721
H -5.743 12.460 -0.215
H -4.673 11.730 1.000
H -7.468 9.327 0.709
H -7.409 10.712 2.788
H -8.471 11.443 1.576
H -6.823 12.043 1.785
*
```

No. 3
A cluster of 5 separate species, C34H76F6N4P in total in a non-equilibrium geometry, computed with the ωB97M-V functional and the def2-TZVPD basis.

Energy relative to the best compared isomer or geometry (same formula, charge and spin): 48.0 kcal/mol
Lowest unoccupied orbital energy: -4.1990 eV
HOMO energy: -0.510 hartree

```
! wB97M-V def2-TZVPD RIJCOSX def2/J DEFGRID3
* xyz 3 1
C 1.104 -6.612 0.005
C 2.456 -5.892 0.201
C 2.702 -5.499 1.647
C 2.855 -6.658 2.654
N 3.040 -6.171 4.151
C 3.493 -7.428 4.988
C 4.395 -6.916 6.187
C 4.942 -5.553 5.686
C 4.236 -5.242 4.368
C 1.678 -5.617 4.723
H 0.308 -6.025 0.463
H 1.111 -7.581 0.503
H 1.058 -6.744 -1.076
H 2.577 -4.983 -0.388
H 3.222 -6.544 -0.218
H 1.964 -4.730 1.873
H 3.618 -4.912 1.575
H 3.774 -7.157 2.347
H 1.918 -7.213 2.614
H 2.572 -7.868 5.371
H 4.076 -8.121 4.381
H 3.905 -6.876 7.160
H 5.163 -7.630 6.485
H 4.716 -4.855 6.493
H 6.018 -5.526 5.520
H 3.964 -4.189 4.287
H 4.877 -5.410 3.502
H 1.614 -4.536 4.846
H 1.358 -6.156 5.615
H 0.800 -5.862 4.126
C -2.353 2.378 -7.308
C -3.749 1.822 -7.085
C -3.728 0.396 -6.450
C -5.157 -0.038 -5.987
N -5.192 -1.327 -5.164
C -4.503 -2.463 -5.935
C -5.198 -3.721 -5.460
C -6.679 -3.251 -5.388
C -6.583 -1.857 -4.801
C -4.286 -1.086 -3.846
H -2.459 3.350 -7.789
H -1.794 1.654 -7.899
H -1.890 2.442 -6.323
H -4.239 1.696 -8.050
H -4.270 2.515 -6.424
H -2.917 0.120 -5.775
H -3.580 -0.283 -7.289
H -5.755 -0.257 -6.872
H -5.685 0.743 -5.439
H -3.416 -2.536 -5.911
H -4.586 -2.378 -7.019
H -4.835 -3.973 -4.464
H -4.954 -4.624 -6.019
H -7.414 -3.880 -4.885
H -7.134 -3.263 -6.379
H -6.489 -2.006 -3.725
H -7.267 -1.048 -5.059
H -3.232 -1.072 -4.122
H -4.283 -1.915 -3.139
H -4.630 -0.222 -3.276
C 8.326 5.528 -7.369
C 8.558 5.033 -5.914
C 7.756 3.713 -5.621
N 8.042 3.144 -4.192
C 7.886 4.234 -3.150
C 9.464 2.581 -4.101
C 9.350 1.573 -2.948
C 7.988 0.951 -3.009
C 7.251 1.894 -3.901
H 8.856 4.823 -8.010
H 8.555 6.585 -7.503
H 7.264 5.464 -7.604
H 8.250 5.840 -5.249
H 9.601 4.947 -5.610
H 7.951 2.909 -6.331
H 6.701 3.985 -5.599
H 8.805 4.808 -3.034
H 7.676 3.840 -2.156
H 7.096 4.942 -3.403
H 10.236 3.346 -4.188
H 9.517 2.034 -5.041
H 9.533 2.192 -2.069
H 10.150 0.877 -3.201
H 7.530 0.892 -2.022
H 7.886 -0.046 -3.437
H 6.280 2.188 -3.503
H 7.010 1.436 -4.860
C -8.973 6.599 6.855
C -8.468 5.293 6.553
C -6.952 5.070 6.299
N -6.530 3.605 6.632
C -7.316 2.642 5.728
C -5.035 3.365 6.348
C -4.530 2.321 7.315
C -5.387 2.653 8.574
C -6.713 3.237 8.062
H -8.830 6.993 7.862
H -10.056 6.478 6.835
H -8.554 7.318 6.151
H -8.944 4.984 5.622
H -8.780 4.572 7.308
H -6.469 5.793 6.957
H -6.599 5.347 5.306
H -7.182 3.109 4.753
H -8.340 2.765 6.081
H -6.990 1.607 5.831
H -4.854 3.205 5.285
H -4.448 4.235 6.645
H -4.905 1.403 6.863
H -3.459 2.333 7.515
H -5.517 1.767 9.194
H -4.751 3.278 9.200
H -7.441 2.438 8.204
H -7.060 4.050 8.700
P 1.205 1.761 1.408
F 1.150 2.858 2.584
F -0.220 2.233 0.864
F 1.892 2.905 0.370
F 0.981 0.817 0.062
F 2.747 1.244 1.906
F 0.550 0.601 2.345
*
```

| no. | total energy (Eh) |
| --- | --- |
| 1 | -6546.4323 |
| 2 | -2674.6320 |
| 3 | -2499.8606 |